{
  "formula": "C15H55AgO13",
  "method": "the ωB97M-V functional and the def2-TZVPD basis",
  "elements": ["Ag", "C", "C", "C", "O", "H", "H", "H", "H", "H", "H", "H", "C", "O", "H", "H", "H", "H", "C", "O", "H", "H", "H", "H", "C", "O", "H", "H", "H", "H", "C", "O", "H", "H", "H", "H", "C", "O", "H", "H", "H", "H", "C", "O", "H", "H", "H", "H", "C", "O", "H", "H", "H", "H", "C", "O", "H", "H", "H", "H", "C", "O", "H", "H", "H", "H", "C", "O", "H", "H", "H", "H", "C", "O", "H", "H", "H", "H", "C", "O", "H", "H", "H", "H"],
  "xyz": [[-3.93335, -1.07134, -1.06571], [-0.78641, -0.81344, 1.21141], [-0.93355, 0.09932, 0.01432], [0.37144, 0.71834, -0.47058], [-1.62402, -0.52773, -1.02090], [-0.15375, -0.32044, 1.94992], [-0.31165, -1.77516, 0.99844], [-1.74918, -1.09498, 1.63750], [-1.62433, 0.91644, 0.30159], [1.05059, -0.08280, -0.77590], [0.85551, 1.29966, 0.31559], [0.24386, 1.41713, -1.29700], [-4.73946, -1.46550, 2.00743], [-4.23048, -0.50996, 1.07524], [-5.53203, -1.02321, 2.61157], [-5.16452, -2.30386, 1.45939], [-3.97274, -1.86593, 2.67279], [-4.14400, 0.36516, 1.51217], [-3.92186, 3.07716, 1.48887], [-4.04975, 1.90908, 2.28266], [-4.86053, 3.61733, 1.33913], [-3.26350, 3.80747, 1.96368], [-3.50514, 2.80734, 0.52279], [-4.20767, 2.08041, 3.21296], [3.71037, 0.54999, -1.08947], [4.14267, 0.15175, -2.37652], [2.93632, 1.30861, -1.20549], [3.20675, -0.29049, -0.59199], [4.53082, 0.87894, -0.45121], [4.92444, -0.40114, -2.29424], [2.69524, -3.32018, 0.83762], [3.47208, -3.32535, 2.01457], [2.70670, -4.31817, 0.39192], [1.67968, -2.95746, 1.00450], [3.17132, -2.73942, 0.02971], [3.41408, -2.43574, 2.40970], [3.11584, 3.25922, -1.03826], [2.03379, 2.72753, -1.79142], [3.23851, 2.80786, -0.05338], [4.04462, 3.22195, -1.61120], [2.93821, 4.33180, -0.89704], [2.35374, 2.34551, -2.60938], [0.44352, 0.81969, -4.12406], [-0.84096, 0.22178, -4.08796], [0.42859, 1.72679, -3.50858], [1.23172, 0.17543, -3.72561], [0.68795, 1.12015, -5.13767], [-1.03789, -0.09143, -3.20103], [3.03690, 0.32788, 2.52284], [3.53773, -0.76062, 3.27729], [2.69371, 0.00574, 1.53987], [2.15793, 0.80691, 2.96601], [3.83081, 1.06100, 2.36915], [3.79850, -0.43838, 4.14430], [-2.74374, -2.54972, -3.83639], [-3.84828, -1.81978, -3.30892], [-2.71600, -3.60378, -3.55131], [-2.65013, -2.50250, -4.92096], [-1.83239, -2.09960, -3.44577], [-4.58011, -1.86773, -3.93231], [1.45409, -2.61666, -2.35223], [0.41029, -2.72598, -1.38287], [2.19063, -1.85771, -2.08019], [1.93296, -3.58251, -2.47842], [1.02930, -2.31204, -3.31420], [-0.12512, -1.92752, -1.43418], [0.07421, 2.47600, 3.21507], [0.97456, 3.39900, 3.86258], [-0.27974, 1.75301, 3.94958], [-0.78355, 3.08434, 2.90153], [0.58750, 2.11194, 2.33080], [0.66918, 3.51410, 4.76629], [-0.63202, 3.73248, -0.27242], [-1.38790, 4.84141, 0.21924], [-0.97629, 2.84391, 0.27718], [-0.85960, 3.49693, -1.30962], [0.42308, 3.93113, -0.11231], [-0.91634, 5.23025, 0.95940], [-0.55099, -4.64176, 1.60930], [-1.22727, -4.25881, 0.42183], [-1.20164, -5.17035, 2.30284], [0.25280, -5.31881, 1.31530], [-0.16931, -3.76134, 2.13479], [-0.61533, -3.82853, -0.19399]],
  "atomic_forces_ev_per_a": [[-0.0158, -0.1847, -0.3496], [-0.0978, -0.8549, 0.7086], [0.2128, 0.4734, -0.8899], [-0.1198, -0.3227, -0.0024], [0.3862, 0.0795, 0.2735], [-0.1894, 0.1110, 0.0810], [0.1543, 0.2805, -0.4657], [-0.0287, 0.3185, 0.0875], [-0.1645, -0.0508, 0.1546], [0.0031, 0.1142, 0.0205], [-0.0035, -0.1814, 0.0760], [-0.1991, -0.2983, 0.0476], [-0.3378, -0.2132, 0.2500], [0.0372, -0.1137, 0.0023], [0.0019, 0.0359, -0.0213], [0.0167, 0.0574, -0.0811], [0.1815, 0.1687, -0.0953], [-0.0624, 0.0257, -0.0275], [0.0241, 1.1115, 0.3578], [0.0106, -0.7949, -0.2461], [-0.1817, -0.4026, -0.0547], [0.2433, -0.1897, -0.1180], [0.0100, -0.1195, 0.0247], [-0.0581, 0.3460, -0.0324], [-0.3887, -1.1177, 0.3749], [-0.0081, 0.2269, -0.3250], [0.7228, -1.0612, 0.1062], [0.2724, -0.1340, 0.1370], [0.0190, 0.1374, -0.0394], [-0.0045, -0.0045, -0.0137], [0.7295, -0.0128, -0.5659], [-0.2709, 0.3140, -0.0274], [-0.3877, -0.1594, 0.4737], [-0.0327, -0.1438, -0.1127], [-0.1312, 0.4087, 0.2544], [0.2245, -0.4421, 0.0303], [0.2590, 1.9935, -0.5033], [-0.4472, 0.5567, 0.1115], [-0.1297, -0.1232, -0.1514], [0.0638, -0.3118, 0.2738], [-0.1639, -0.1272, 0.1096], [0.2138, 0.0920, -0.2113], [-0.0379, 0.4986, 0.7499], [-0.0853, -0.3164, -0.4537], [0.1056, 0.0819, -0.1271], [0.0235, -0.1748, -0.1585], [-0.1569, -0.2197, -0.1395], [0.1538, 0.1724, 0.1819], [-0.0515, 0.4723, -0.1457], [-0.3919, -0.0432, -0.2127], [0.2758, -0.4838, 0.0317], [0.2744, -0.0166, 0.3547], [-0.1357, 0.2124, -0.0271], [0.0386, -0.0897, 0.0167], [1.2244, -0.3593, -0.0652], [-0.2789, 0.0210, 0.1045], [-0.4552, 0.0726, 0.1853], [-0.3902, 0.2629, 0.0006], [-0.0833, 0.0426, 0.0500], [-0.0600, 0.0421, 0.1651], [-0.2655, 0.3844, -0.4651], [0.0635, -0.0392, 0.0585], [0.1031, -0.1049, 0.1599], [-0.0254, -0.0433, 0.1855], [0.0633, -0.1438, -0.0534], [-0.0059, -0.0107, -0.0788], [-0.1401, 1.8766, 0.7555], [0.0664, -0.5244, -0.2191], [0.1679, -0.5524, -0.4655], [-0.1903, -0.4155, -0.2764], [-0.1096, -0.4251, 0.1700], [0.0750, 0.1009, 0.0136], [-0.6959, 0.0375, 0.9952], [-0.1953, -0.0659, -0.5542], [0.4772, 0.0431, 0.1374], [0.0817, 0.6325, -0.1933], [0.1662, -0.3991, -0.2637], [0.0833, 0.0151, -0.0310], [0.4461, 0.0602, -0.5061], [-0.8313, 0.2176, 0.0688], [-0.3426, 0.0182, -0.3139], [0.2552, 0.0711, 0.4740], [0.2399, -0.1281, 0.0891], [0.1806, -0.2672, 0.1806]],
  "lowdin_spin": [0.014, 0.047, 0.092, 0.000, 0.769, 0.004, 0.000, 0.000, 0.051, 0.001, -0.001, 0.000, 0.000, -0.001, 0.000, 0.000, 0.000, 0.000, 0.000, 0.000, 0.000, 0.000, 0.000, 0.000, 0.000, 0.000, 0.000, 0.000, 0.000, 0.000, 0.000, 0.000, 0.000, 0.000, 0.000, 0.000, 0.000, 0.000, 0.000, 0.000, 0.000, 0.000, 0.000, 0.000, 0.000, 0.000, 0.000, -0.001, 0.000, 0.000, 0.000, 0.000, 0.000, 0.000, 0.000, 0.000, 0.000, 0.000, 0.000, 0.000, 0.001, 0.010, 0.000, 0.000, 0.000, 0.004, 0.000, 0.000, 0.000, 0.000, 0.000, 0.000, 0.003, 0.002, 0.002, 0.000, 0.000, 0.000, 0.000, 0.001, 0.000, 0.000, 0.000, 0.000],
  "multiplicity": 2,
  "e_homo_ev": [-11.71, -11.71],
  "total_charge": 1,
  "homo_lumo_gap_ev": [8.64, 5.88],
  "s_squared": 0.754,
  "de_lowest_kcal_mol": 11.43
}